# C5H8S

C5H8S as an isolated structure in a non-equilibrium geometry (ωB97M-V/def2-TZVPD, the OMol25 dataset).

The geometry in ORCA input format:
```
! wB97M-V def2-TZVPD RIJCOSX def2/J DEFGRID3
* xyz 0 1
C -1.09 1.11 -0.16
C -0.16 -1.25 0.20
C 0.51 -0.65 -1.05
C 0.42 0.65 -0.27
C 0.60 -0.21 1.09
H -1.40 1.80 -0.88
H -1.29 1.72 0.87
H -0.13 -2.30 0.42
H 1.54 -0.99 -1.15
H 0.12 -0.75 -2.07
H 1.01 1.51 -0.38
H 0.17 0.35 1.99
H 1.60 -0.41 1.34
S -1.89 -0.58 0.02
*
```

* LUMO: 0.0374 Ha
* gap between HOMO and LUMO: 9.3886 eV

natural (NBO) atomic charge list, values in e, 5 entries:
1. C -0.498
2. C -0.299
3. C -0.426
4. C -0.212
5. C -0.409



# C5H8S

A single C5H8S molecule in a non-equilibrium geometry (ωB97M-V/def2-TZVPD, the OMol25 dataset).

The geometry in ORCA input format:
```
! wB97M-V def2-TZVPD RIJCOSX def2/J DEFGRID3
* xyz 0 1
C 2.73 -0.23 0.19
C 1.54 -0.03 -0.29
S 0.64 1.48 -0.10
C -1.06 0.97 -0.06
C -1.50 -0.34 -0.66
C -1.61 -0.11 0.80
H 3.25 -1.21 0.02
H 3.28 0.40 0.88
H 1.07 -0.73 -1.00
H -1.76 1.82 -0.17
H -2.37 -0.35 -1.29
H -0.74 -1.05 -1.01
H -2.59 -0.02 1.22
H -0.87 -0.59 1.46
*
```

* LUMO: 0.0376 Ha
* gap between HOMO and LUMO: 9.2349 eV

natural (NBO) atomic charge list, values in e, 5 entries:
1. C -0.400
2. C -0.367
3. S 0.271
4. C -0.386
5. C -0.421



# C5H8S2

A 2-piece molecular cluster, C5H8S2 overall in a non-equilibrium geometry (ωB97M-V/def2-TZVPD, the OMol25 dataset).

The geometry in ORCA input format:
```
! wB97M-V def2-TZVPD RIJCOSX def2/J DEFGRID3
* xyz 0 1
C 1.89 -0.18 -0.34
C -0.47 -0.23 -0.33
C 2.28 -1.61 -0.32
C -2.35 1.01 0.46
C -0.85 1.17 0.04
S 2.64 1.16 -0.07
S -1.08 -1.66 -0.30
H 1.53 -2.15 -0.90
H 3.42 -1.92 -0.51
H 2.17 -2.09 0.65
H -3.00 0.56 -0.26
H -2.56 0.54 1.33
H -2.75 2.06 0.49
H -0.49 1.77 -0.82
H -0.37 1.58 0.88
*
```

* LUMO: -0.0109 Ha
* gap between HOMO and LUMO: 6.7969 eV

natural (NBO) atomic charge list, values in e, 5 entries:
1. C -0.133
2. C -0.093
3. C -0.764
4. C -0.595
5. C -0.539



# C5H8S2

A single C5H8S2 molecule in a non-equilibrium geometry (ωB97M-V/def2-TZVPD, the OMol25 dataset).

The geometry in ORCA input format:
```
! wB97M-V def2-TZVPD RIJCOSX def2/J DEFGRID3
* xyz 0 1
C -1.87 1.24 0.31
C -0.74 1.71 -0.23
C 0.43 0.85 -0.69
C 0.41 0.57 -2.17
C 0.29 -0.41 0.13
S -0.58 -1.71 -0.26
S 1.24 -0.17 1.59
H -2.78 1.82 0.48
H -1.92 0.22 0.56
H -0.61 2.79 -0.36
H 1.37 1.34 -0.44
H 0.50 1.52 -2.83
H -0.50 -0.01 -2.44
H 1.26 -0.01 -2.44
H 0.97 -1.33 2.27
*
```

* LUMO: -0.0048 Ha
* gap between HOMO and LUMO: 8.5600 eV

natural (NBO) atomic charge list, values in e, 5 entries:
1. C -0.381
2. C -0.168
3. C -0.382
4. C -0.596
5. C -0.245



# C5H8S2

A single C5H8S2 molecule in a non-equilibrium geometry (ωB97M-V/def2-TZVPD, the OMol25 dataset).

The geometry in ORCA input format:
```
! wB97M-V def2-TZVPD RIJCOSX def2/J DEFGRID3
* xyz 0 1
C 2.24 -0.69 -0.27
C 0.82 -1.15 -0.11
C -0.30 -0.46 -0.34
C -1.58 -1.19 -0.14
S -3.07 -0.67 -0.43
S -0.30 1.22 -0.93
C -1.10 2.09 0.44
H 2.70 -1.14 -1.09
H 2.27 0.39 -0.33
H 2.86 -0.94 0.66
H 0.70 -2.18 0.21
H -1.43 -2.19 0.23
H -1.06 3.18 0.18
H -0.58 1.98 1.36
H -2.17 1.76 0.56
*
```

* LUMO: -0.0181 Ha
* gap between HOMO and LUMO: 8.1218 eV

natural (NBO) atomic charge list, values in e, 5 entries:
1. C -0.659
2. C -0.070
3. C -0.277
4. C -0.288
5. S 0.053



# C5H8S3

A single C5H8S3 molecule in a non-equilibrium geometry (ωB97M-V/def2-TZVPD, the OMol25 dataset).

The geometry in ORCA input format:
```
! wB97M-V def2-TZVPD RIJCOSX def2/J DEFGRID3
* xyz 0 1
C -1.30 0.35 0.85
C -0.01 -0.33 0.37
C 0.98 -0.19 1.62
S 1.61 -1.46 2.40
S 1.18 1.53 1.68
C 0.49 0.21 -0.93
C 0.07 -0.83 -2.07
S 1.82 -0.66 -1.80
H -2.01 0.13 0.16
H -1.72 0.16 1.94
H -1.10 1.54 0.76
H -0.22 -1.36 0.40
H 0.47 1.69 0.52
H 0.34 1.29 -1.28
H -0.05 -0.38 -2.94
H -0.55 -1.69 -1.67
*
```

* LUMO: 0.0000 Ha
* gap between HOMO and LUMO: 8.5789 eV

natural (NBO) atomic charge list, values in e, 5 entries:
1. C -0.588
2. C -0.355
3. C -0.288
4. S 0.061
5. S 0.121



# C5H8S3

A 2-piece molecular cluster, C5H8S3 overall in a non-equilibrium geometry (ωB97M-V/def2-TZVPD, the OMol25 dataset).

The geometry in ORCA input format:
```
! wB97M-V def2-TZVPD RIJCOSX def2/J DEFGRID3
* xyz 0 1
C 1.38 0.98 1.51
C 1.26 -0.19 0.49
C -1.47 -0.17 -0.61
C -2.90 -0.91 -0.77
C 1.80 0.15 -0.98
H 0.95 2.03 1.14
H 2.54 1.06 1.71
H 0.86 0.55 2.37
H 2.04 -0.85 0.88
H -3.26 -0.54 0.62
H -2.72 -2.22 -0.90
H -3.39 -0.36 -1.84
H 1.05 0.50 -1.83
S -0.31 -1.07 0.29
S -1.14 1.38 -0.89
S 3.32 -0.36 -1.18
*
```

* LUMO: -0.0173 Ha
* gap between HOMO and LUMO: 8.0255 eV

natural (NBO) atomic charge list, values in e, 5 entries:
1. C -0.624
2. C -0.439
3. C -0.367
4. C -0.696
5. C -0.283



# C5H8Si

A single C5H8Si molecule in a non-equilibrium geometry (ωB97M-V/def2-TZVPD, the OMol25 dataset).

The geometry in ORCA input format:
```
! wB97M-V def2-TZVPD RIJCOSX def2/J DEFGRID3
* xyz 0 1
C 1.48 -1.56 -0.31
C 0.49 -0.42 -0.02
C 0.61 0.58 0.92
Si -1.31 1.90 0.81
C -1.62 0.67 -0.62
C -0.70 -0.33 -0.84
H 2.24 -1.42 0.45
H 1.85 -1.44 -1.35
H 1.03 -2.55 -0.28
H 1.51 0.69 1.64
H -0.80 3.21 0.42
H -2.45 1.83 1.78
H -2.56 0.79 -1.20
H -0.83 -1.18 -1.46
*
```

* LUMO: 0.0144 Ha
* gap between HOMO and LUMO: 8.6338 eV

natural (NBO) atomic charge list, values in e, 5 entries:
1. C -0.638
2. C -0.116
3. C -0.425
4. Si 0.991
5. C -0.624



# C5H9BF10HfNO5S2Si

C5H9BF10HfNO5S2Si as an isolated structure in a non-equilibrium geometry (ωB97M-V/def2-TZVPD, the OMol25 dataset).

The geometry in ORCA input format:
```
! wB97M-V def2-TZVPD RIJCOSX def2/J DEFGRID3
* xyz 1 1
Hf -0.45 -0.22 -0.48
F 2.51 0.84 -3.31
C 2.37 -0.24 -2.58
F 3.12 -1.21 -3.00
F 1.06 -0.64 -2.65
S 2.78 0.11 -0.77
O 1.60 -0.55 -0.11
O 4.04 -0.43 -0.48
N 2.72 1.67 -0.58
S 1.38 2.46 -0.59
O 1.47 3.78 -1.05
O 0.31 1.58 -1.22
C 0.76 2.51 1.16
F -0.35 3.20 1.22
F 1.68 3.00 1.95
F 0.49 1.22 1.51
C -4.20 -1.34 -0.11
Si -3.33 0.18 -0.67
C -4.41 1.65 -0.93
C -2.35 -0.16 -2.30
O -2.00 0.54 0.34
H -4.68 -1.85 -0.95
H -4.98 -1.09 0.61
H -3.53 -2.05 0.37
H -5.15 1.43 -1.70
H -3.84 2.53 -1.24
H -4.94 1.90 -0.01
H -2.11 -1.20 -2.55
H -1.47 0.49 -2.49
H -3.00 0.19 -3.11
F 0.87 -3.33 0.65
B -0.36 -2.91 0.77
F -0.51 -1.59 1.32
F -0.69 -2.18 -0.92
F -1.39 -3.70 0.93
*
```

* LUMO: -0.1373 Ha
* gap between HOMO and LUMO: 10.9279 eV

natural (NBO) atomic charge list, values in e, 5 entries:
1. Hf 2.510
2. F -0.271
3. C 0.760
4. F -0.255
5. F -0.316



# C5H9BeClO2

C5H9BeClO2 as an isolated structure in a non-equilibrium geometry (ωB97M-V/def2-TZVPD, the OMol25 dataset).

The geometry in ORCA input format:
```
! wB97M-V def2-TZVPD RIJCOSX def2/J DEFGRID3
* xyz 2 1
O 2.07 -1.77 0.22
C 2.54 -0.70 0.42
O 1.72 0.43 0.54
C 1.08 0.80 -0.74
C -0.36 1.07 -0.39
C -0.89 -0.16 0.29
C -2.34 -0.56 -0.16
Cl -2.09 -1.92 -1.21
H 3.60 -0.51 0.58
H 1.16 0.05 -1.51
H 1.52 1.72 -1.08
H -0.92 1.36 -1.26
H -0.42 1.90 0.30
H -0.94 0.02 1.44
H -0.19 -0.97 0.14
H -2.79 0.25 -0.70
H -3.00 -0.78 0.66
Be 0.26 -0.22 2.47
*
```

* LUMO: -0.5008 Ha
* gap between HOMO and LUMO: 4.7994 eV

natural (NBO) atomic charge list, values in e, 5 entries:
1. O -0.458
2. C 0.627
3. O -0.625
4. C -0.085
5. C -0.481



# C5H9Br2NO2

C5H9Br2NO2 as an isolated structure in a non-equilibrium geometry (ωB97M-V/def2-TZVPD, the OMol25 dataset).

The geometry in ORCA input format:
```
! wB97M-V def2-TZVPD RIJCOSX def2/J DEFGRID3
* xyz 0 1
C 0.56 2.14 -2.95
C 0.59 -1.32 1.36
C -1.20 0.40 1.28
C -0.83 -1.06 -0.53
C 0.71 0.85 -0.38
N -0.24 -0.45 0.57
O 1.63 2.54 -2.84
O -0.50 1.73 -3.15
Br 1.49 1.90 0.98
Br 2.31 -0.17 -1.20
H 0.21 -1.43 2.42
H 0.76 -2.23 0.86
H 1.58 -1.00 1.61
H -1.35 1.30 0.68
H -2.05 -0.19 1.52
H -0.76 0.75 2.28
H -1.40 -2.02 -0.27
H -1.46 -0.40 -1.03
H -0.03 -1.34 -1.20
*
```

* LUMO: 0.0195 Ha
* gap between HOMO and LUMO: 8.8784 eV

natural (NBO) atomic charge list, values in e, 5 entries:
1. C 1.043
2. C -0.439
3. C -0.421
4. C -0.414
5. C -0.327



# C5H9BrN

An isolated ion of composition C5H9BrN and charge +1 in a non-equilibrium geometry (ωB97M-V/def2-TZVPD, the OMol25 dataset).

The geometry in ORCA input format:
```
! wB97M-V def2-TZVPD RIJCOSX def2/J DEFGRID3
* xyz 1 1
C -0.57 1.09 0.91
C 0.84 -1.25 0.57
C -1.09 1.28 -0.54
C 1.98 -1.06 -0.32
C -0.51 -0.36 0.70
N -1.18 -0.27 -0.74
Br 3.02 0.42 -0.31
H 0.22 1.89 1.07
H -1.31 1.24 1.72
H 0.43 -2.21 0.47
H 1.24 -1.04 1.66
H -2.02 1.69 -0.81
H -0.29 1.68 -1.16
H 2.22 -1.80 -1.06
H -2.21 -0.40 -0.68
H -0.78 -0.89 -1.45
*
```

* LUMO (spin up / spin down): -0.1980 / -0.1573 Ha
* gap between HOMO and LUMO (spin up / spin down): 6.4348 / 9.6554 eV

natural (NBO) atomic charge list, values in e, 5 entries:
1. C -0.567
2. C -0.576
3. C -0.162
4. C -0.275
5. C 0.377



# C5H9BrN

An isolated ion of composition C5H9BrN and charge +1 in a non-equilibrium geometry (ωB97M-V/def2-TZVPD, the OMol25 dataset).

The geometry in ORCA input format:
```
! wB97M-V def2-TZVPD RIJCOSX def2/J DEFGRID3
* xyz 1 1
C 1.84 -1.20 -0.25
C 2.65 -0.14 -0.29
C 0.41 -1.15 0.15
C 1.02 1.29 0.14
C -1.33 0.44 -0.13
N -0.03 0.19 0.51
Br 4.43 0.18 -0.18
H 2.20 -2.21 -0.54
H -0.16 -1.49 -0.70
H 0.12 -1.91 0.95
H 1.40 1.86 0.89
H 0.90 1.71 -0.94
H -0.94 0.46 -1.19
H -2.04 -0.33 0.10
H -1.82 1.39 0.10
H -0.02 0.17 1.63
*
```

* LUMO: -0.1367 Ha
* gap between HOMO and LUMO: 9.5734 eV

natural (NBO) atomic charge list, values in e, 5 entries:
1. C -0.310
2. C -0.083
3. C -0.259
4. C -0.232
5. C -0.406



# C5H9CaClO2

C5H9CaClO2 as an isolated structure in a non-equilibrium geometry (ωB97M-V/def2-TZVPD, the OMol25 dataset).

The geometry in ORCA input format:
```
! wB97M-V def2-TZVPD RIJCOSX def2/J DEFGRID3
* xyz 2 1
O -2.40 -0.81 -1.06
C -1.65 -1.63 -1.53
O -0.30 -1.63 -1.22
C 0.39 -0.43 -1.58
C 1.11 0.05 -0.33
C 0.08 0.24 0.79
C 0.30 1.59 1.55
Cl -0.93 2.73 1.04
H -1.94 -2.45 -2.18
H -0.29 0.34 -1.92
H 1.11 -0.65 -2.35
H 1.63 0.98 -0.55
H 1.86 -0.68 -0.05
H 0.15 -0.61 1.52
H -0.93 0.18 0.39
H 1.28 2.00 1.31
H 0.30 1.51 2.66
Ca 0.24 -0.75 3.50
*
```

* LUMO: -0.3924 Ha
* gap between HOMO and LUMO: 6.1464 eV

natural (NBO) atomic charge list, values in e, 5 entries:
1. O -0.546
2. C 0.658
3. O -0.565
4. C -0.076
5. C -0.431